1.
Formula: C12H27N4O7P
Source: OMol25
Level of theory: ωB97M-V with the def2-TZVPD basis set

Calculated values
HOMO-LUMO gap, eV: 9.04
Structure (SMILES): CCCCCC[C@@H]1NC(=O)C[C@@H]1P(=N)(O)O.C[N+](=O)[O-].C[N+](=O)[O-]
HOMO, hartree: -0.332
Maximum force, Eh/bohr: 0.1048
E, eV: -42458.9121
Total charge: 0

Positions of all 51 atoms, in Å:
C 4.067369 -0.707508 1.483759
C 3.155237 0.044423 0.485676
C 3.608033 -0.175682 -0.963383
C 2.451916 -0.138349 -1.955619
C 1.336802 -1.168363 -1.652631
C -0.078262 -0.580917 -1.797213
C -0.680112 -0.132322 -0.482034
N -2.126699 -0.156308 -0.343887
C -2.264493 0.039359 1.078168
O -2.975538 -0.534178 1.776874
C -1.222944 1.131455 1.446349
C -0.225171 1.165326 0.222459
P -0.306794 2.735171 -0.659513
N 1.023738 3.082607 -1.396658
O -0.556608 3.873674 0.443540
O -1.573737 2.769383 -1.649804
H 3.468107 -0.944070 2.354908
H 4.877654 -0.078642 1.832870
H 4.431075 -1.634837 1.064295
H 2.152399 -0.313003 0.669151
H 3.193558 1.112169 0.663777
H 4.162689 -1.106781 -1.018937
H 4.277387 0.634129 -1.233253
H 2.818549 -0.318130 -2.961678
H 2.000263 0.844579 -1.988787
H 1.439729 -1.998295 -2.339387
H 1.434241 -1.595417 -0.660208
H -0.142066 0.169707 -2.579293
H -0.703279 -1.402529 -2.139098
H -0.338042 -0.894853 0.224218
H -2.512570 0.603650 -0.902463
H -1.775780 2.035537 1.657322
H -0.635811 0.705719 2.253317
H 0.738325 1.203489 0.713573
H 0.894481 3.222278 -2.391264
H 0.322550 4.245473 0.612049
H -1.287311 3.127094 -2.499412
C -5.101000 -1.377026 -2.475339
N -3.963549 -1.886087 -3.291786
O -3.397811 -1.095489 -4.024580
O -3.680386 -3.059795 -3.165090
H -5.236221 -0.323196 -2.689553
H -5.986711 -1.943517 -2.747216
H -4.844195 -1.530771 -1.430719
C -0.505330 -1.475341 4.884709
N 0.566554 -0.600342 4.331464
O 0.941885 0.334336 5.006544
O 0.990991 -0.888670 3.224600
H -0.783364 -1.102279 5.863254
H -1.346721 -1.434880 4.196625
H -0.103025 -2.481981 4.949303

Atomic forces in eV per Å
C -0.81 0.76 0.14
C 1.16 -0.54 0.01
C -0.62 0.42 0.09
C -0.30 -0.65 0.21
C 0.12 0.82 -0.49
C -0.39 -0.68 -0.19
C 1.41 -0.16 0.41
N -0.43 -0.79 -0.81
C 2.83 3.40 -3.08
O -2.71 -2.08 2.65
C 0.18 -1.54 -0.50
C -2.13 1.02 1.25
P 1.86 0.59 -1.33
N -0.35 -0.36 -0.04
O -0.41 -0.49 0.41
O -0.52 -0.43 0.65
H 0.03 -0.15 0.32
H 0.40 -0.07 -0.12
H 0.23 -0.19 -0.11
H -0.31 0.01 -0.17
H -0.25 0.26 0.31
H 0.04 -0.26 -0.23
H 0.42 0.02 -0.05
H 0.16 -0.05 -0.22
H 0.06 0.39 0.26
H -0.05 -0.25 -0.19
H 0.09 -0.07 0.20
H 0.14 0.28 -0.10
H -0.35 -0.02 -0.04
H 0.05 -0.22 0.07
H -0.30 0.00 0.21
H 0.22 0.28 0.41
H -0.22 0.60 0.67
H 0.57 -0.26 -0.60
H 0.44 0.08 -0.02
H -0.14 0.23 -0.07
H -0.15 0.05 0.04
C -0.05 0.17 0.07
N 0.05 0.04 -0.02
O -0.05 -0.20 0.15
O -0.02 0.23 -0.07
H 0.07 -0.01 -0.06
H 0.07 -0.10 0.03
H 0.02 -0.10 -0.02
C -0.10 0.03 0.12
N 0.02 -0.03 0.04
O -0.02 -0.12 -0.21
O -0.10 0.13 0.17
H 0.06 0.06 -0.02
H 0.06 -0.05 -0.07
H -0.01 0.00 -0.12

2.
Formula: C3H7O3
Source: OMol25
Level of theory: ωB97M-V with the def2-TZVPD basis set

Calculated values
HOMO-LUMO gap, eV: 8.72
HOMO, hartree: -0.164
Maximum force, Eh/bohr: 0.0721
ΔE to the lowest compared entry with this formula, charge and spin, kcal per mole: 30.61
E, eV: -9367.8310
Total charge: -1

Positions of all 13 atoms, in Å:
C -0.497094 1.701137 -1.473098
C -0.983856 0.460729 -0.618047
O -0.454528 -0.592627 -1.060719
O -1.568855 0.644151 0.454075
H -0.960829 2.613387 -1.112624
H -0.732238 1.509423 -2.514276
H 0.563092 1.774606 -1.468915
C 1.826534 -0.696077 1.607747
O 1.070235 -1.561296 0.915705
H 0.438540 -1.281108 0.205489
H 2.750701 -0.888267 1.070457
H 1.578019 0.362790 1.512756
H 1.914382 -0.807390 2.735016

Atomic forces in eV per Å
C -1.74 -0.52 0.24
C 2.11 1.02 -0.04
O -0.34 -0.91 -0.05
O -0.59 0.10 -0.20
H -0.01 0.27 -0.10
H -0.35 0.11 -0.26
H 1.00 -0.02 0.46
C 1.42 1.42 0.19
O -2.47 -2.77 -0.07
H -0.02 0.85 0.25
H 1.50 0.92 1.04
H -0.29 0.20 -0.36
H -0.22 -0.67 -1.10

3.
Formula: C26H43CoN3O3P
Source: OMol25
Level of theory: ωB97M-V with the def2-TZVPD basis set

Calculated values
Multiplicity: 5
HOMO-LUMO gap (spin up / spin down), eV: 5.06 / 6.33
⟨S²⟩: 6.011
HOMO (spin up / spin down), hartree: -0.405 / -0.469
Maximum force, Eh/bohr: 0.0378
ΔE to the lowest compared entry with this formula, charge and spin, kcal per mole: 25.60
E, eV: -85169.8117
Total charge: +2

Positions of all 77 atoms, in Å:
C -0.071851 0.546555 -2.223908
N -0.249015 1.669695 -1.434941
C 0.328250 2.856359 -1.738789
C 1.059712 3.036958 -2.904046
C 1.197053 1.957394 -3.772193
C 0.602581 0.743957 -3.455748
Co -1.451694 1.747848 -0.005863
C 0.840439 -3.034638 -0.339783
O 1.523623 -3.578075 0.432572
C 0.055075 3.986654 -0.793516
N -0.442205 3.446958 0.500505
C -1.245636 4.441885 1.276475
C -2.527880 4.815493 0.561936
C -0.669092 -0.666093 -1.724336
P -0.156549 -2.374958 -1.737419
C 0.942700 -2.909763 -3.113326
C 0.236411 -2.708148 -4.461705
C -1.698491 -3.362618 -1.397446
C -1.443860 -4.879115 -1.481337
C -2.140922 -2.988224 0.030631
C -2.805971 -2.980389 -2.381950
C 2.217685 -2.050636 -3.026094
C 1.379498 -4.387611 -2.999939
C 0.696670 2.942871 1.358375
C 1.781488 3.970274 1.617320
H 1.492488 4.017348 -3.102749
H 1.748394 2.063770 -4.702859
H 0.631145 -0.067698 -4.179084
H -1.589065 -0.511722 -1.137920
H -3.002798 -3.617276 0.300994
H -1.339046 -3.158182 0.758865
H -2.463143 -1.942352 0.098345
H -3.701016 -3.567884 -2.136878
H -3.066606 -1.920138 -2.303275
H -2.537170 -3.195110 -3.423002
H -2.330440 -5.390229 -1.073762
H -1.330268 -5.221291 -2.520190
H -0.579979 -5.208255 -0.891654
H 0.990696 -2.791178 -5.257435
H -0.522434 -3.483722 -4.638145
H -0.251380 -1.729676 -4.551627
H 2.008183 -0.981097 -3.098361
H 2.767581 -2.228987 -2.095261
H 2.859133 -2.324953 -3.875773
H 0.589211 -5.081892 -3.310244
H 2.224312 -4.522654 -3.691816
H 1.723365 -4.647273 -1.992653
H 0.962296 4.587754 -0.634502
H -0.684687 4.669031 -1.236470
H -1.472579 3.975116 2.247421
H -0.618666 5.328822 1.467253
H 1.103299 2.052988 0.862171
H 0.225095 2.608632 2.293069
H 1.375641 4.947334 1.900289
H 2.405655 3.613960 2.442625
H 2.429567 4.091094 0.743834
H -3.073908 5.530615 1.186377
H -2.336304 5.293338 -0.404474
H -3.174199 3.942845 0.405135
C 2.936230 -2.411901 2.445260
H 3.505927 -1.974372 3.272534
H 3.588324 -3.085218 1.880088
H 2.096630 -2.989127 2.838236
O 2.413428 -1.376698 1.607259
H 2.911515 -0.598238 1.773049
O -3.059118 1.087793 0.581540
N -3.534603 0.895283 1.844515
C -2.731583 0.389492 2.818727
C -3.301008 0.063424 4.044294
C -4.668587 0.256222 4.252325
C -5.452264 0.782747 3.222805
C -4.865802 1.096101 2.006026
H -1.671554 0.252992 2.596244
H -2.657951 -0.336281 4.825860
H -5.120913 0.002609 5.209200
H -6.517732 0.964321 3.339769
H -5.411952 1.490680 1.152310

Atomic forces in eV per Å
C -0.19 0.01 0.11
N 1.08 -0.03 -1.35
C 0.24 -0.21 -1.37
C -0.03 0.45 0.97
C -0.41 -0.62 0.12
C 0.22 0.05 -0.10
Co -0.17 -0.27 0.71
C -0.74 0.95 -1.52
O -0.05 -0.41 0.15
C 0.06 0.33 0.28
N 0.07 0.34 0.46
C 0.29 0.04 -0.14
C -0.08 0.23 0.10
C 0.36 -0.76 -0.41
P -0.22 0.47 1.21
C 0.31 -0.16 -0.24
C -0.18 0.08 -0.18
C -0.03 0.02 -0.06
C -0.15 -0.13 0.02
C -0.12 -0.09 0.08
C -0.18 0.12 -0.12
C 0.10 0.18 -0.05
C -0.05 -0.02 -0.08
C -0.44 -0.06 -0.26
C 0.28 -0.05 0.14
H -0.02 -0.34 -0.04
H -0.18 0.01 0.11
H 0.04 0.34 0.30
H 0.50 -0.24 -0.08
H 0.28 0.15 -0.03
H -0.21 -0.05 0.00
H 0.06 -0.17 -0.01
H 0.18 0.09 -0.07
H 0.03 -0.17 -0.08
H -0.05 0.03 0.22
H 0.24 0.16 -0.13
H 0.00 0.17 0.36
H -0.15 0.10 -0.15
H -0.22 0.00 0.17
H 0.20 0.23 0.06
H 0.06 -0.29 -0.02
H 0.21 -0.31 0.10
H -0.04 -0.04 -0.15
H -0.08 0.07 0.27
H 0.25 0.22 0.17
H -0.23 0.01 0.20
H -0.03 -0.02 -0.26
H -0.26 -0.17 -0.11
H 0.13 -0.34 0.21
H 0.11 0.17 -0.25
H -0.36 -0.22 -0.03
H 0.07 0.16 0.08
H 0.18 0.11 -0.11
H 0.14 -0.22 -0.01
H -0.04 0.13 -0.14
H -0.05 0.03 0.22
H 0.01 -0.12 -0.20
H -0.18 -0.04 0.24
H 0.06 0.09 -0.01
C 0.17 0.03 0.23
H -0.12 -0.19 -0.05
H -0.09 0.13 0.08
H 0.19 0.08 0.02
O -0.66 -0.64 -0.14
H 0.70 0.92 0.14
O -0.85 -0.04 1.08
N 0.02 -0.43 -0.45
C -0.77 0.16 0.12
C 0.11 0.16 -0.22
C 0.00 0.09 -0.21
C 0.25 0.07 -0.05
C 0.40 -0.19 0.48
H -0.43 0.03 -0.12
H -0.18 0.08 -0.19
H 0.12 0.04 -0.22
H 0.23 -0.10 0.04
H 0.31 -0.13 0.14

4.
Formula: C5H10O5
Source: OMol25
Level of theory: ωB97M-V with the def2-TZVPD basis set

Calculated values
HOMO-LUMO gap, eV: 11.43
Structure (SMILES): O=COCCCOC=O.O
HOMO, hartree: -0.405
Maximum force, Eh/bohr: 0.0694
ΔE to the lowest compared entry with this formula, charge and spin, kcal per mole: 36.84
E, eV: -15583.5671
Total charge: 0

Positions of all 20 atoms, in Å:
O -2.787056 -0.312169 -1.904806
C -1.785056 -0.690849 -1.289086
O -0.776577 0.144061 -1.011826
C 0.408613 -0.455249 -0.452227
C 1.107982 0.651091 0.338003
C 2.349402 0.153871 1.129193
O 3.050982 1.238780 1.661503
C 3.823932 1.066951 2.755973
O 4.707141 1.808520 3.177372
H -1.482736 -1.716608 -0.999086
H 1.083302 -0.741489 -1.281876
H 0.183893 -1.369789 0.129633
H 1.347702 1.493260 -0.339287
H 0.274873 0.972141 0.992453
H 3.044042 -0.346799 0.427583
H 2.081832 -0.576709 1.916663
H 3.578672 0.083071 3.202623
O -6.843265 -0.702709 -3.124596
H -7.430174 -0.158079 -2.552596
H -5.937505 -0.541299 -2.775616

Atomic forces in eV per Å
O 2.56 -1.37 2.07
C -1.65 1.08 -2.19
O 0.07 -0.13 0.35
C 1.20 0.09 -0.79
C -0.77 -0.21 0.82
C -0.57 -0.88 -1.01
O 0.87 1.90 0.58
C 1.69 0.29 0.75
O -2.70 -1.52 -1.49
H -0.89 -0.03 -0.08
H -0.48 -0.14 0.16
H -0.05 0.56 -0.05
H 0.06 -0.52 0.40
H 0.83 0.37 0.19
H -0.38 -0.02 0.20
H -0.05 0.31 -0.27
H 0.21 0.21 0.34
O 0.27 0.72 0.95
H 0.69 -0.58 -0.61
H -0.90 -0.14 -0.34